No. 1
# C7H10

A single C7H10 molecule (ωB97M-V/def2-TZVPD, OMol25).

Geometry as XYZ:
```
17
Properties=species:S:1:pos:R:3:mulliken_charge:R:1
C -1.739 -1.094 -0.559 -0.85
C -0.662 -0.635 -1.191 -0.21
C 0.203 0.526 -0.752 0.56
C -0.510 1.563 0.110 -1.71
C 1.335 -0.234 -0.016 -0.40
C 0.946 -0.947 1.233 -0.40
C 1.810 0.002 1.395 -0.43
H -2.208 -0.552 0.258 0.25
H -2.166 -2.060 -0.814 0.26
H -0.223 -1.248 -1.981 0.30
H 0.612 1.029 -1.640 0.33
H 0.162 2.398 0.338 0.38
H -1.392 1.966 -0.401 0.39
H -0.840 1.140 1.064 0.38
H 1.999 -0.747 -0.721 0.36
H 0.234 -1.666 1.606 0.42
H 2.439 0.559 2.073 0.37
```

LUMO ... 1.2 eV
SMILES ... C=C[C@@H](C)C1C=C1
Kohn-Sham gap ... 10.46 eV
Maximum force ... 0.31 eV/Å

No. 2
# C7H10

A single C7H10 molecule (ωB97M-V/def2-TZVPD, OMol25).

Geometry as XYZ:
```
17
Properties=species:S:1:pos:R:3:mulliken_charge:R:1
C -0.707 0.006 1.917 -1.62
C -0.212 -0.059 0.484 0.70
C -1.153 -0.634 -0.606 -0.59
C -0.430 -0.476 -1.721 -0.49
C 0.900 0.009 -1.245 -0.30
C 0.254 1.182 -0.430 -0.60
C 1.152 -0.667 0.120 -0.57
H -1.687 0.494 1.983 0.37
H -0.820 -1.010 2.320 0.34
H -0.009 0.546 2.568 0.35
H -2.195 -0.922 -0.503 0.39
H -0.698 -0.285 -2.750 0.36
H 1.740 0.140 -1.941 0.46
H -0.588 1.833 -0.760 0.32
H 1.219 1.764 -0.262 0.26
H 1.273 -1.754 0.150 0.31
H 1.961 -0.167 0.676 0.31
```

LUMO ... 1.1 eV
SMILES ... C[C@]12C=C[C@H](C1)C2
Kohn-Sham gap ... 9.39 eV
Maximum force ... 2.47 eV/Å

No. 3
# C7H10

A molecular structure, C7H10 (ωB97M-V/def2-TZVPD, OMol25).

Geometry as XYZ:
```
17
Properties=species:S:1:pos:R:3:mulliken_charge:R:1
C 1.835 0.519 0.519 -1.20
C 0.970 -0.742 0.369 -0.39
C -0.325 0.107 -0.971 -0.44
C -1.414 -0.901 -1.061 -0.49
C -0.869 -1.197 0.302 -0.58
C -0.742 1.374 -0.457 -0.60
C -1.048 2.513 -0.160 0.26
H 2.081 0.957 -0.452 0.34
H 2.763 0.249 1.046 0.38
H 1.326 1.282 1.116 0.30
H 1.417 -1.443 -0.341 0.26
H 0.984 -1.205 1.366 0.43
H -2.437 -0.521 -1.072 0.31
H -1.256 -1.694 -1.796 0.22
H -0.623 -2.245 0.479 0.42
H -1.390 -0.719 1.132 0.33
H -1.272 3.533 0.069 0.45
```

LUMO ... 0.6 eV
Kohn-Sham gap ... 8.18 eV
Maximum force ... 0.62 eV/Å

No. 4
# C7H10

A single C7H10 molecule (ωB97M-V/def2-TZVPD, OMol25).

Geometry as XYZ:
```
17
Properties=species:S:1:pos:R:3:mulliken_charge:R:1
C -1.721 0.888 0.464 -1.50
C -0.422 0.181 0.158 0.70
C -0.326 -1.363 0.053 -0.70
C 0.862 -1.122 -0.864 -0.48
C 1.615 0.092 -0.324 -0.44
C 0.873 0.566 0.914 -0.66
C 0.398 0.268 -1.186 -0.44
H -1.816 1.080 1.538 0.33
H -1.767 1.857 -0.047 0.34
H -2.593 0.304 0.150 0.35
H -0.177 -1.932 0.981 0.28
H -1.177 -1.773 -0.502 0.35
H 1.345 -1.827 -1.534 0.39
H 2.651 0.276 -0.593 0.40
H 1.060 0.070 1.876 0.29
H 0.955 1.652 1.039 0.34
H 0.238 0.784 -2.125 0.45
```

LUMO ... 1.1 eV
SMILES ... C[C@]12C[C@@H]3[C@H](C1)[C@@H]32
Kohn-Sham gap ... 10.41 eV
Maximum force ... 0.34 eV/Å

No. 5
# C7H10

A molecular structure, C7H10 (ωB97M-V/def2-TZVPD, OMol25).

Geometry as XYZ:
```
17
Properties=species:S:1:pos:R:3:mulliken_charge:R:1
C -1.559 0.567 -0.356 -0.68
C -0.941 -0.797 -0.047 -0.37
C 0.261 -1.022 -0.960 -0.72
C 0.990 0.271 -0.590 -0.41
C 1.432 -0.046 0.852 -0.78
C -0.074 0.066 1.137 -0.41
C -0.201 1.124 0.018 -0.34
H -2.060 0.804 -1.299 0.36
H -2.249 0.777 0.476 0.29
H -1.636 -1.652 -0.039 0.41
H 0.085 -1.174 -2.029 0.34
H 0.807 -1.899 -0.585 0.32
H 1.668 0.697 -1.329 0.46
H 1.935 -0.998 1.058 0.34
H 2.026 0.772 1.282 0.31
H -0.463 0.257 2.146 0.40
H -0.040 2.192 0.167 0.47
```

LUMO ... 1.2 eV
Kohn-Sham gap ... 11.39 eV
Maximum force ... 1.09 eV/Å

No. 6
# C7H10

A single C7H10 molecule (ωB97M-V/def2-TZVPD, OMol25).

Geometry as XYZ:
```
17
Properties=species:S:1:pos:R:3:mulliken_charge:R:1
C 1.643 -1.102 -0.063 -1.54
C 0.354 -0.338 -0.003 0.79
C 0.310 0.753 1.144 -0.71
C -0.585 1.553 0.235 -0.39
C -1.518 0.519 -0.337 -0.49
C -1.035 -0.971 -0.084 -0.78
C -0.169 0.749 -0.963 -0.51
H 1.715 -1.710 0.846 0.34
H 1.697 -1.749 -0.942 0.37
H 2.500 -0.416 -0.057 0.36
H -0.086 0.543 2.153 0.28
H 1.307 1.200 1.211 0.35
H -0.837 2.613 0.259 0.38
H -2.425 0.815 -0.853 0.40
H -1.168 -1.788 0.640 0.38
H -1.412 -1.342 -1.054 0.29
H 0.015 0.834 -2.024 0.48
```

LUMO ... 1.1 eV
SMILES ... C[C@]12C[C@@H]3[C@H](C1)[C@@H]32
Kohn-Sham gap ... 10.08 eV
Maximum force ... 1.41 eV/Å

No. 7
# C7H10

A molecular structure, C7H10 (ωB97M-V/def2-TZVPD, OMol25).

Geometry as XYZ:
```
17
Properties=species:S:1:pos:R:3:mulliken_charge:R:1
C -1.630 -0.152 -1.227 -1.37
C -0.321 0.056 -0.176 0.97
C 0.987 0.614 -0.724 -0.57
C 1.636 -0.170 0.415 -0.43
C 0.662 -0.126 1.649 -0.35
C -0.577 0.678 1.241 -1.00
C 0.463 -1.100 0.537 -0.63
H -1.811 0.778 -1.783 0.30
H -1.205 -0.924 -1.851 0.42
H -2.637 -0.530 -0.906 0.43
H 1.085 1.706 -0.758 0.28
H 1.205 0.159 -1.692 0.33
H 2.689 -0.447 0.466 0.40
H 1.090 -0.349 2.635 0.41
H -0.466 1.775 1.294 0.16
H -1.525 0.209 0.358 0.19
H 0.355 -2.178 0.522 0.45
```

LUMO ... 0.9 eV
Kohn-Sham gap ... 8.78 eV
Maximum force ... 4.73 eV/Å

The records above give, respectively, HOMO energy values of -9.2 -8.3 -7.6 -9.3 -10.2 -9.0 -7.8 eV.